[1]
{
  "formula": "C47H41Cl2N4OSb2Ti",
  "method": "the ωB97M-V functional and the def2-TZVPD basis",
  "symbols": ["Ti", "C", "C", "N", "N", "C", "O", "C", "C", "C", "C", "C", "C", "C", "C", "C", "C", "C", "N", "H", "H", "H", "H", "H", "H", "H", "H", "H", "H", "H", "H", "C", "C", "C", "Sb", "C", "C", "C", "C", "C", "C", "C", "C", "C", "C", "C", "C", "Sb", "C", "C", "C", "C", "C", "C", "C", "C", "C", "C", "C", "C", "H", "H", "H", "H", "H", "H", "H", "H", "H", "H", "H", "H", "H", "H", "H", "H", "H", "H", "H", "H", "H", "H", "H", "H", "H", "H", "Cl", "C", "C", "C", "C", "C", "Cl", "C", "N", "H", "H", "H"],
  "positions_angstrom": [[1.2000, 0.1201, -1.1690], [-0.1224, 3.4615, -3.5053], [0.3592, 2.5676, -2.4004], [0.1758, 1.2546, -2.4348], [-0.2863, 0.6392, -3.5428], [-0.0528, -0.6670, -3.4421], [0.4761, -1.1557, -2.3494], [-0.3748, -1.5199, -4.5610], [-0.8572, -0.9815, -5.7661], [-1.1366, -1.8033, -6.8342], [-0.9453, -3.1782, -6.7365], [-0.4604, -3.7200, -5.5508], [-0.1699, -2.9053, -4.4781], [1.1224, 2.9852, -1.2796], [1.5212, 4.3027, -1.0132], [2.2961, 4.5783, 0.0957], [2.6164, 3.5279, 0.9604], [2.1793, 2.2529, 0.6625], [1.4845, 1.9424, -0.4425], [-0.7715, 2.8795, -4.1571], [0.7233, 3.8238, -4.0895], [-0.6780, 4.3140, -3.1140], [-0.9912, 0.0872, -5.8310], [-1.5112, -1.3824, -7.7609], [-1.1739, -3.8211, -7.5764], [-0.3059, -4.7905, -5.4768], [0.2242, -3.3165, -3.5575], [1.2101, 5.0858, -1.6852], [2.6434, 5.5826, 0.2879], [3.1804, 3.7069, 1.8621], [2.3887, 1.4243, 1.3349], [-2.0402, -1.5854, 0.6660], [-0.8526, -2.5190, 0.5609], [0.4734, -1.7820, 0.4540], [1.9696, -1.7059, 2.0506], [1.0595, -3.5048, 2.9659], [0.5798, -3.5997, 4.2616], [-0.0173, -4.7666, 4.7120], [-0.1305, -5.8615, 3.8745], [0.4090, -5.8040, 2.6016], [1.0124, -4.6400, 2.1659], [0.8901, -0.3997, 3.4661], [-0.4264, -0.6155, 3.8572], [-1.0384, 0.2070, 4.7881], [-0.3280, 1.2440, 5.3691], [0.9887, 1.4594, 5.0014], [1.5892, 0.6469, 4.0533], [-2.2034, -0.1753, -1.0196], [-4.2025, 0.1994, -0.2041], [-4.3715, 0.7275, 1.0662], [-5.6344, 0.9061, 1.6003], [-6.7543, 0.5526, 0.8660], [-6.5979, 0.0209, -0.4018], [-5.3285, -0.1532, -0.9267], [-1.5441, 1.6030, 0.0413], [-1.8905, 2.8253, -0.5256], [-1.5325, 4.0125, 0.0880], [-0.8384, 3.9955, 1.2848], [-0.5063, 2.7856, 1.8667], [-0.8503, 1.5989, 1.2398], [-2.0110, -1.0018, 1.5853], [-2.9700, -2.1567, 0.6644], [-0.9772, -3.1470, -0.3291], [-0.8426, -3.1922, 1.4271], [0.3181, -0.7108, 0.2173], [1.0745, -2.2108, -0.3547], [0.6505, -2.7492, 4.9251], [-0.4066, -4.8160, 5.7207], [-0.6432, -6.7514, 4.2114], [0.3442, -6.6593, 1.9455], [1.4392, -4.6004, 1.1713], [-0.9860, -1.4432, 3.4391], [-2.0720, 0.0375, 5.0655], [-0.8021, 1.8786, 6.1047], [1.5491, 2.2643, 5.4578], [2.6198, 0.8284, 3.7724], [-3.5018, 1.0162, 1.6439], [-5.7455, 1.3250, 2.5917], [-7.7432, 0.6877, 1.2833], [-7.4662, -0.2563, -0.9832], [-5.2047, -0.5717, -1.9176], [-2.4460, 2.8441, -1.4581], [-1.7927, 4.9576, -0.3717], [-0.5456, 4.9212, 1.7553], [0.0140, 2.7583, 2.8111], [-0.5649, 0.6691, 1.7146], [2.8249, 0.6618, -3.0383], [4.2295, 0.5538, -2.0309], [5.4322, 1.0322, -2.4771], [6.5539, 0.9304, -1.6666], [6.4201, 0.3386, -0.4187], [5.2058, -0.1329, 0.0141], [5.1316, -0.8393, 1.5976], [3.9916, -0.0543, -0.7488], [2.8042, -0.4466, -0.3901], [5.4870, 1.5083, -3.4439], [7.5106, 1.2891, -2.0049], [7.2726, 0.2710, 0.2410]],
  "e_above_lowest_kcal_mol": 26.2,
  "charge": -1,
  "lumo_energy_ev": [2.49, 2.41],
  "e_homo_ev": [-2.74, -2.85],
  "homo_lumo_gap_ev": [5.228, 5.262]
}



[2]
{
  "formula": "C11H15AlBO4S",
  "method": "the ωB97M-V functional and the def2-TZVPD basis",
  "symbols": ["C", "S", "O", "O", "B", "C", "C", "O", "C", "O", "C", "C", "C", "C", "C", "C", "C", "H", "H", "H", "H", "H", "H", "H", "H", "H", "H", "H", "H", "H", "H", "H", "Al"],
  "positions_angstrom": [[0.1447, 0.7511, 2.9092], [-0.8205, 1.8349, 1.7352], [0.0642, 3.0105, 1.5058], [-2.0725, 2.3359, 2.3068], [-1.1421, 0.9656, 0.0803], [-2.0774, -0.2726, -0.1747], [-2.6115, -1.0277, 1.1444], [-2.5084, -2.4366, 0.9071], [-3.4999, -2.8360, -0.0409], [-3.1923, -3.0927, -1.1580], [-0.3023, 1.5872, -1.2276], [1.0498, 0.8533, -1.2393], [1.0788, -0.4935, -1.9285], [2.3225, -1.2277, -1.9235], [3.4953, -0.6102, -1.2216], [3.4858, 0.7169, -0.5625], [2.2300, 1.4839, -0.5524], [0.6928, -0.0721, 2.3819], [-0.6260, 0.2984, 3.6016], [0.8262, 1.3832, 3.5358], [-2.9016, 0.0174, -0.8944], [-1.4486, -1.0304, -0.7399], [-1.9919, -0.8270, 2.0496], [-3.6824, -0.7017, 1.3025], [-4.5645, -2.8466, 0.3390], [-0.1760, 2.7023, -1.1066], [-0.8811, 1.4004, -2.1742], [0.1601, -0.9035, -2.4057], [2.3385, -2.2213, -2.4315], [4.4543, -1.2275, -1.2070], [4.3571, 1.1738, -0.0336], [2.1711, 2.4807, -0.0354], [5.6279, -1.1687, -2.7418]],
  "charge": 3,
  "lumo_energy_ev": -16.04,
  "e_homo_ev": -19.26,
  "homo_lumo_gap_ev": 3.218
}



[3]
{
  "formula": "CH7N4O",
  "method": "the ωB97M-V functional and the def2-TZVPD basis",
  "symbols": ["C", "N", "N", "N", "N", "O", "H", "H", "H", "H", "H", "H", "H"],
  "positions_angstrom": [[1.5710, -0.7570, -0.0263], [2.9131, -0.7974, -0.2317], [0.4081, -0.9682, -0.3678], [2.2601, 0.0855, 0.7844], [-1.8282, 0.3549, 0.0932], [2.1659, 1.4223, 0.2475], [3.6198, -1.4270, 0.1380], [-0.7401, -0.2500, -0.2379], [0.4597, -1.5173, -1.2319], [-1.4760, 0.7652, 0.9318], [-2.0344, 1.0762, -0.6824], [-2.5234, -0.3702, 0.3809], [2.9616, 1.7959, 0.3485]],
  "e_above_lowest_kcal_mol": 58.1,
  "charge": 1,
  "lumo_energy_ev": -3.29,
  "e_homo_ev": -14.77,
  "homo_lumo_gap_ev": 11.482
}



[4]
{
  "formula": "C25H45BrClCoP",
  "method": "the ωB97M-V functional and the def2-TZVPD basis",
  "symbols": ["Co", "P", "Cl", "C", "H", "H", "C", "C", "C", "H", "C", "H", "H", "C", "H", "H", "C", "H", "H", "C", "H", "H", "H", "H", "C", "C", "H", "C", "H", "H", "C", "H", "H", "C", "H", "H", "C", "H", "H", "H", "H", "C", "H", "C", "H", "H", "C", "H", "H", "C", "H", "H", "C", "H", "H", "H", "H", "C", "C", "H", "C", "H", "C", "H", "H", "C", "H", "H", "C", "H", "H", "H", "H", "Br"],
  "positions_angstrom": [[0.2114, 0.7883, 2.9539], [0.1180, 0.3418, 0.1094], [2.2947, 0.5487, 2.3684], [0.1218, 2.5600, 3.3841], [1.0975, 2.8556, 3.8651], [-0.6696, 2.9452, 4.0752], [1.4241, -0.6112, -0.9563], [0.1022, 2.1136, -0.5076], [2.8292, -0.0124, -0.8650], [1.4263, -1.5766, -0.4173], [3.8980, -0.9620, -1.4251], [2.8846, 0.9294, -1.4276], [3.0605, 0.2198, 0.1823], [3.5959, -1.4284, -2.8542], [4.8720, -0.4587, -1.4004], [3.9736, -1.8342, -0.7616], [2.1392, -1.8585, -3.0579], [3.8299, -0.6153, -3.5552], [4.2542, -2.2660, -3.1131], [1.1202, -0.9002, -2.4319], [1.9259, -1.9507, -4.1314], [1.9891, -2.8575, -2.6255], [1.1379, 0.0384, -3.0033], [0.1299, -1.3419, -2.5737], [-1.4879, -0.2474, -0.7488], [0.6689, 2.2848, -1.9158], [-0.9705, 2.3690, -0.5286], [0.5042, 3.7224, -2.4030], [1.7353, 2.0366, -1.9244], [0.1818, 1.6219, -2.6414], [1.1407, 4.7174, -1.4315], [0.9541, 3.8193, -3.3991], [-0.5672, 3.9352, -2.5163], [0.6784, 4.5150, 0.0135], [2.2322, 4.6119, -1.4796], [0.9011, 5.7351, -1.7584], [0.7633, 3.0615, 0.4944], [1.2737, 5.1435, 0.6838], [-0.3632, 4.8536, 0.1069], [1.8046, 2.7584, 0.6802], [0.2708, 3.0076, 1.4956], [-1.5771, -1.7722, -0.6971], [-2.2207, 0.1608, -0.0331], [-2.9808, -2.2581, -1.0767], [-0.8515, -2.2347, -1.3821], [-1.3183, -2.1224, 0.3121], [-3.4558, -1.7140, -2.4296], [-2.9928, -3.3540, -1.0976], [-3.6847, -1.9447, -0.2932], [-3.2576, -0.2012, -2.5760], [-2.9231, -2.2318, -3.2396], [-4.5192, -1.9467, -2.5610], [-1.8729, 0.2931, -2.1368], [-3.4273, 0.0914, -3.6203], [-4.0152, 0.3246, -1.9791], [-1.1479, -0.0274, -2.8983], [-1.8790, 1.3916, -2.1534], [0.5517, -2.2918, 3.1187], [0.2058, -1.1566, 3.7098], [1.5552, -2.4081, 2.7342], [-1.0390, -0.9828, 4.5327], [1.0062, -0.3648, 3.9621], [-1.6558, -2.3402, 4.8733], [-0.8510, -0.4697, 5.4771], [-1.7576, -0.3894, 3.9571], [-1.7869, -3.2111, 3.6131], [-1.0022, -2.8827, 5.5751], [-2.6289, -2.2193, 5.3626], [-0.4786, -3.2943, 2.7915], [-2.0909, -4.2260, 3.8854], [-2.5869, -2.8039, 2.9814], [-0.1218, -4.3353, 2.7506], [-0.7430, -3.0436, 1.7494], [-1.9393, 1.3520, 2.2286]],
  "e_above_lowest_kcal_mol": 8.3,
  "charge": -1,
  "lumo_energy_ev": [2.85, 2.84],
  "e_homo_ev": [-3.17, -4.09],
  "homo_lumo_gap_ev": [6.016, 6.934],
  "multiplicity": 5
}



[5]
{
  "formula": "C9H14",
  "method": "the ωB97M-V functional and the def2-TZVPD basis",
  "symbols": ["C", "C", "C", "C", "C", "C", "C", "H", "H", "H", "H", "H", "H", "H", "H", "C", "C", "H", "H", "H", "H", "H", "H"],
  "positions_angstrom": [[0.0542, -1.6858, 1.5190], [0.1414, 2.0850, 1.8533], [0.5318, 0.7692, 1.9099], [-1.0929, 2.4696, 1.3371], [-0.3123, -0.2199, 1.4149], [-1.9434, 1.4598, 0.8758], [-1.5065, 0.1390, 0.7997], [0.7250, 2.8074, 2.4185], [1.4153, 0.4798, 2.4603], [-1.4085, 3.5007, 1.2917], [-2.9565, 1.7471, 0.6214], [-0.6641, -2.3207, 1.0116], [0.0367, -2.0419, 2.5557], [-2.1412, -0.6141, 0.3543], [1.0775, -1.8528, 1.1887], [1.7032, -0.5582, -2.6913], [0.2237, -1.0636, -2.6731], [2.2711, -0.8574, -1.8137], [2.1962, -1.0400, -3.5299], [1.7594, 0.4966, -2.9574], [0.3467, -2.1440, -2.5681], [-0.2111, -0.8117, -3.6314], [-0.2458, -0.7441, -1.7471]],
  "e_above_lowest_kcal_mol": 11.2,
  "lumo_energy_ev": 1.04,
  "e_homo_ev": -9.01,
  "homo_lumo_gap_ev": 10.045
}



[6]
{
  "formula": "C5H12F3NO2SSi",
  "method": "the ωB97M-V functional and the def2-TZVPD basis",
  "symbols": ["C", "C", "C", "C", "C", "N", "O", "O", "F", "F", "F", "Si", "S", "H", "H", "H", "H", "H", "H", "H", "H", "H", "H", "H", "H"],
  "positions_angstrom": [[1.7966, 1.4022, -0.8570], [-1.3452, 1.0534, -0.1485], [-0.6842, -1.8157, -1.0464], [-0.1512, -0.8790, 1.9521], [2.9848, -1.2995, -2.0694], [1.5255, 0.1352, -0.3052], [3.8991, -0.5648, 0.2849], [2.0619, -2.1165, 0.3223], [1.7846, -1.5093, -2.6619], [3.5176, -0.2315, -2.6929], [3.6470, -2.4111, -2.2158], [-0.0755, -0.3596, 0.0795], [2.6631, -1.0153, -0.2432], [1.6256, 1.4958, -2.0388], [1.2669, 2.0318, -0.2862], [2.9630, 1.6752, -0.7183], [-0.9643, 2.0800, -0.0927], [-1.9219, 0.9183, -1.0279], [-1.9887, 1.1319, 0.7476], [0.1557, -2.3859, -1.5034], [-1.1015, -2.6686, -0.3427], [-1.3732, -1.5159, -1.8134], [0.2408, -1.9350, 2.0448], [0.4755, -0.3131, 2.6336], [-1.2955, -0.8541, 2.2862]],
  "e_above_lowest_kcal_mol": 12.1,
  "lumo_energy_ev": 0.70,
  "e_homo_ev": -10.13,
  "homo_lumo_gap_ev": 10.834
}



[7]
{
  "formula": "C17H16ClN3O2",
  "method": "the ωB97M-V functional and the def2-TZVPD basis",
  "symbols": ["C", "C", "C", "C", "C", "C", "N", "N", "N", "C", "C", "C", "C", "O", "C", "C", "C", "C", "Cl", "C", "C", "C", "O", "H", "H", "H", "H", "H", "H", "H", "H", "H", "H", "H", "H", "H", "H", "H", "H"],
  "positions_angstrom": [[-3.0331, -0.3317, 1.4561], [-1.8917, -0.5265, 0.4841], [-1.2002, -1.7172, 0.4298], [-0.1374, -1.9166, -0.4084], [0.6448, -3.2217, -0.4345], [1.7321, -3.2123, 0.7031], [2.9345, -2.4447, 0.3033], [2.1592, -4.5827, 0.9918], [1.2952, -2.6452, 1.9618], [0.2811, -0.9004, -1.2510], [-0.4028, 0.2818, -1.1982], [-1.4775, 0.4904, -0.3564], [-2.1154, 1.8608, -0.4298], [-3.3143, 2.0629, -0.4350], [-1.1094, 2.9882, -0.5475], [-1.2843, 4.1408, 0.1681], [-0.3082, 5.1150, 0.0505], [0.7635, 4.8945, -0.7619], [1.9924, 6.1459, -0.8456], [0.9404, 3.7436, -1.4884], [-0.0214, 2.7758, -1.3682], [0.0461, 1.4361, -2.0662], [0.4045, 1.3127, -3.2209], [-3.6399, -1.2299, 1.5801], [-2.5845, -0.0269, 2.4108], [-3.6968, 0.4791, 1.1624], [-1.4948, -2.5437, 1.0721], [-0.0792, -4.0223, -0.2665], [1.1749, -3.3086, -1.3856], [3.0085, -2.4207, -0.7107], [2.8408, -1.4643, 0.5592], [2.6392, -4.5904, 1.8844], [2.8567, -4.8276, 0.2959], [0.4142, -3.0195, 2.2791], [1.3103, -1.6372, 1.9689], [1.1327, -1.0133, -1.9118], [-2.1411, 4.2682, 0.8181], [-0.4479, 6.0243, 0.6227], [1.8089, 3.5831, -2.1160]],
  "e_above_lowest_kcal_mol": 36.7,
  "lumo_energy_ev": -0.64,
  "e_homo_ev": -9.49,
  "homo_lumo_gap_ev": 8.846
}